DFT (the ωB97M-V functional and the def2-TZVPD basis) results for a gas-phase ion, C5H10N3S (charge +1).

- SMILES string = Cn1nc[n+](C)c1CS
- E_LUMO (Ha) = -0.1208
- total charge = +1

Last column: Mulliken charge in e.
Positions of all 19 atoms, in Å:
C -0.47 2.55 -0.10  -0.937
N -0.36 1.18 -0.55  0.661
N -0.51 1.02 -1.90  -0.806
C -0.39 -0.25 -2.08  -0.007
N -0.14 -0.88 -0.94  0.020
C 0.13 -2.29 -0.59  -0.849
C -0.14 0.05 0.04  0.256
C -0.01 -0.05 1.60  -0.886
S 1.86 -0.27 1.77  -0.153
H 0.34 2.97 0.38  0.428
H -0.49 3.24 -0.93  0.309
H -1.20 2.56 0.60  0.421
H -0.46 -0.84 -2.98  0.430
H -0.27 -2.55 0.32  0.355
H -0.21 -3.10 -1.25  0.344
H 1.32 -2.43 -0.50  0.331
H -0.33 0.82 2.12  0.373
H -0.53 -0.78 2.07  0.514
H 1.87 -0.96 2.94  0.196


DFT (the ωB97M-V functional and the def2-TZVPD basis) results for C5H10N4 in the gas phase.

- SMILES string = [H]/N=C(N)/C(=C\N)[C@@H]1CN1
- E_LUMO (Ha) = 0.0345

Last column: Mulliken charge in e.
Positions of all 19 atoms, in Å:
H 0.96 -2.98 1.19  0.206
N 0.72 -2.40 0.39  -0.765
C 0.15 -1.27 0.69  0.587
N -0.48 -0.97 1.87  -0.408
C -0.02 -0.13 -0.39  0.091
C 0.33 -0.34 -1.70  -0.537
N 0.74 -1.50 -2.20  -0.407
C -0.49 1.24 -0.16  -0.269
C 0.21 2.33 0.58  -0.299
N -1.05 1.79 1.14  -0.654
H -0.98 -0.10 1.88  0.274
H -0.70 -1.76 2.51  0.228
H 0.09 0.38 -2.48  0.332
H 1.24 -1.49 -3.05  0.226
H 1.02 -2.20 -1.50  0.260
H -1.11 1.56 -0.96  0.421
H 0.09 3.35 0.13  0.245
H 1.05 2.14 1.24  0.254
H -1.76 2.35 0.79  0.216


DFT (the ωB97M-V functional and the def2-TZVPD basis) results for C5H10N4 in the gas phase.

- SMILES string = Cc1nc(N)c(N)n1C
- E_LUMO (Ha) = 0.0320

Last column: Mulliken charge in e.
Positions of all 19 atoms, in Å:
C 2.19 -1.38 -0.03  -1.151
C 0.78 -0.87 -0.01  0.773
N -0.29 -1.62 0.03  -0.808
C -1.38 -0.76 0.02  0.274
N -2.74 -1.16 -0.01  -0.619
C -0.92 0.52 0.05  0.085
N -1.58 1.75 -0.09  -0.575
N 0.43 0.47 0.01  0.038
C 1.35 1.63 0.01  -1.014
H 2.07 -2.46 -0.12  0.354
H 2.75 -0.99 -0.91  0.292
H 2.77 -1.13 0.89  0.254
H -2.89 -1.79 -0.80  0.308
H -2.97 -1.74 0.81  0.297
H -2.47 1.61 -0.57  0.278
H -1.78 2.23 0.77  0.210
H 2.10 1.47 -0.77  0.316
H 0.76 2.51 -0.28  0.417
H 1.82 1.72 1.01  0.272


DFT (the ωB97M-V functional and the def2-TZVPD basis) results for C5H10N4 in the gas phase.

- SMILES string = CN1/C=N\N=C/CCN1
- E_LUMO (Ha) = 0.0289

Last column: Mulliken charge in e.
Positions of all 19 atoms, in Å:
C -0.36 1.59 1.57  -0.918
N -0.21 1.22 0.16  0.071
C -1.37 0.90 -0.55  0.161
N -1.60 0.17 -1.58  -0.412
N -0.63 -0.44 -2.34  -0.410
C 0.07 -1.38 -1.81  -0.070
C 0.12 -1.68 -0.33  -0.597
C 1.16 -0.73 0.33  -0.622
N 0.99 0.61 -0.20  -0.467
H -1.29 2.14 1.70  0.386
H -0.31 0.71 2.23  0.275
H 0.47 2.25 1.85  0.277
H -2.24 1.37 -0.11  0.280
H 0.70 -1.91 -2.50  0.411
H -0.87 -1.51 0.14  0.276
H 0.40 -2.73 -0.13  0.364
H 1.05 -0.80 1.42  0.253
H 2.18 -1.02 0.09  0.456
H 1.75 1.23 0.04  0.284


DFT (the ωB97M-V functional and the def2-TZVPD basis) results for a gas-phase ion, C5H10N5 (charge +1).

- E_LUMO (alpha / beta) (Ha) = -0.2594 / -0.2830
- total charge = +1

Last column: Mulliken charge in e.
Positions of all 20 atoms, in Å:
C -2.73 -0.21 -0.14  0.488
C 1.61 -0.31 -0.83  0.245
C 0.78 0.73 -0.23  -0.043
C 1.59 -1.63 -0.18  -1.203
C 1.48 1.16 1.15  -1.539
N -2.10 -1.07 0.69  -0.604
N -0.86 -0.81 0.82  -0.084
N -3.95 -0.13 -0.47  -0.567
N -1.70 0.73 -0.54  -0.583
N -0.60 0.32 0.11  0.843
H 2.22 0.08 -1.67  0.390
H 0.81 1.74 -0.64  0.481
H 1.38 -2.53 -0.78  0.408
H 0.93 -1.75 0.62  0.426
H 2.58 -1.86 0.07  0.424
H 2.27 1.74 0.86  0.504
H 1.77 0.28 1.60  0.436
H 0.82 1.61 1.74  0.476
H -4.48 0.62 -0.81  0.236
H -1.81 1.29 -1.38  0.264


DFT (the ωB97M-V functional and the def2-TZVPD basis) results for a gas-phase ion, C5H10NO (charge -1).

- SMILES string = C=C(N)CCC[O-]
- E_LUMO (Ha) = 0.1376
- total charge = -1

Last column: Mulliken charge in e.
Positions of all 17 atoms, in Å:
C 2.07 0.26 -1.51  -1.125
C 0.98 -0.16 -0.86  0.686
N 0.69 -1.54 -0.77  -0.556
C 0.25 0.75 0.16  -0.552
C -1.24 0.64 0.21  -0.798
C -1.78 -0.16 1.45  -0.207
O -3.06 -0.41 1.54  -0.849
H 2.72 -0.41 -2.06  0.263
H 2.34 1.31 -1.59  0.273
H 1.50 -2.12 -0.76  0.200
H -0.01 -1.70 -0.05  0.268
H 0.76 0.52 1.10  0.312
H 0.62 1.72 -0.16  0.269
H -1.69 0.26 -0.72  0.331
H -1.68 1.65 0.23  0.371
H -1.38 0.47 2.32  0.154
H -1.08 -1.07 1.48  -0.041


Max |F|, respectively: 5.04 2.71 1.49 1.15 4.81 2.30 eV Å⁻¹.
Relative energy (zero: lowest compared OMol25 entry of this formula, charge and spin), respectively: 27.24 46.82 0.00 72.04 159.80 10.29 kcal per mole.